Entry 1:
The following is a DFT calculation (wB97M-V/def2-TZVPD) of a structure of composition C57H55FN5O8P2PbSe2Te.

XYZ file:
```
132
Properties=species:S:1:pos:R:3
Pb 1.656 1.080 -0.963
O -4.707 2.786 -0.044
C -3.373 2.503 -0.239
C -2.816 1.294 0.418
C -1.524 0.868 -0.321
N -0.934 1.663 -1.313
C -1.350 2.861 -1.511
C -2.643 3.307 -1.036
C -0.412 3.767 -2.337
O -0.955 4.623 -3.040
O 0.813 3.509 -2.170
C -1.136 -0.594 -0.590
O -2.010 -1.371 -1.000
O 0.103 -0.794 -0.442
H -5.030 2.225 0.669
H -4.423 0.872 1.736
H -3.057 4.216 -1.450
C -2.260 -5.193 -3.053
C -1.593 -4.737 -4.345
N -0.947 -3.441 -4.213
C 0.416 -3.382 -4.080
C 1.156 -2.284 -3.811
C 2.695 -2.426 -3.836
O 3.132 -3.497 -3.389
O 3.292 -1.462 -4.348
C 0.444 -1.034 -3.632
O 0.846 0.040 -3.167
C -1.000 -1.091 -3.884
C -1.685 0.108 -3.784
C -3.039 0.112 -3.871
F -3.693 1.291 -3.665
C -3.768 -1.054 -4.085
C -3.079 -2.244 -4.267
C -1.683 -2.281 -4.138
N -5.194 -1.088 -4.036
C -6.023 0.017 -4.451
C -6.404 0.974 -3.315
N -6.952 0.172 -2.164
C -5.968 -0.881 -1.717
C -5.736 -1.808 -2.905
H -2.727 -6.170 -3.191
H -3.022 -4.488 -2.722
H -1.520 -5.269 -2.256
H -2.304 -4.705 -5.176
H -0.818 -5.447 -4.627
H 0.931 -4.333 -4.152
H -1.127 1.007 -3.564
H -3.649 -3.140 -4.467
H -6.946 -0.398 -4.882
H -5.529 0.593 -5.229
H -7.167 1.692 -3.613
H -5.539 1.495 -2.919
H -7.809 -0.299 -2.460
H -7.195 0.793 -1.394
H -6.389 -1.383 -0.848
H -5.047 -0.364 -1.441
H -6.684 -2.293 -3.182
H -5.042 -2.588 -2.600
C 3.079 4.737 -0.136
Se 3.983 3.070 0.320
C 5.268 3.084 -1.154
C 4.644 2.997 -2.534
Se 4.200 1.155 -3.066
C 3.152 1.715 -4.594
H 3.772 5.349 -0.712
H 2.839 5.243 0.796
H 2.184 4.543 -0.723
H 5.948 2.250 -0.963
H 5.839 4.008 -1.042
H 5.350 3.378 -3.277
H 3.733 3.596 -2.592
H 3.768 2.349 -5.230
H 2.266 2.249 -4.256
H 2.887 0.791 -5.097
Te 3.598 1.322 3.914
C 3.161 0.599 5.863
C 3.174 1.439 6.972
C 2.866 0.918 8.221
N 2.551 -0.356 8.440
C 2.545 -1.156 7.372
C 2.838 -0.736 6.085
C 2.109 0.326 2.873
P 2.670 -0.707 1.488
C 1.819 -2.322 1.680
C 1.308 -2.767 2.895
C 0.713 -4.016 2.998
C 0.625 -4.835 1.881
C 1.136 -4.401 0.665
C 1.728 -3.151 0.565
C 4.392 -1.217 1.818
C 4.740 -2.353 2.543
C 6.074 -2.666 2.766
C 7.078 -1.856 2.258
C 6.743 -0.732 1.514
C 5.411 -0.423 1.296
P 0.973 1.455 2.083
C 0.615 2.847 3.218
C 0.490 4.134 2.712
C 0.192 5.200 3.555
C 0.023 4.981 4.912
C 0.137 3.693 5.426
C 0.427 2.634 4.585
C -0.739 0.746 2.078
C -1.468 1.497 1.050
C -3.824 0.317 0.993
C -3.376 -0.927 1.712
C -2.292 -1.180 2.450
C -1.082 -0.400 2.668
H 3.403 2.493 6.870
H 2.861 1.568 9.091
H 2.294 -2.196 7.558
H 2.814 -1.439 5.263
H 1.373 -2.111 3.755
H 0.319 -4.350 3.951
H 0.150 -5.807 1.955
H 1.067 -5.027 -0.217
H 2.108 -2.817 -0.394
H 3.967 -3.001 2.934
H 6.327 -3.552 3.336
H 8.118 -2.105 2.430
H 7.519 -0.099 1.101
H 5.152 0.447 0.704
H 0.628 4.306 1.650
H 0.099 6.199 3.148
H -0.201 5.810 5.572
H 0.001 3.516 6.486
H 0.516 1.629 4.981
H -1.142 2.534 0.990
H -4.513 0.008 0.196
H -4.103 -1.731 1.647
H -2.261 -2.167 2.902
H -0.339 -0.853 3.311
```

## Properties
total charge = -1
molecular weight = 1511.760 g/mol
LUMO = 0.149 eV
DFT total energy = -248359.41142 eV
ΔE to the lowest compared entry with this formula, charge and spin = 71.7 kcal per mole
spin multiplicity = 1

***

Entry 2:
The following is a DFT calculation (wB97M-V/def2-TZVPD) of a structure of composition C57H59CsN10O3P3SSi.

XYZ file:
```
135
Properties=species:S:1:pos:R:3
Cs 0.466 -1.064 -0.625
C 1.021 3.717 -1.110
Si 0.463 2.312 0.085
C -0.901 3.252 1.062
C -0.651 3.851 2.304
C -1.649 4.467 3.044
C -2.944 4.518 2.545
C -3.222 3.939 1.316
C -2.221 3.298 0.582
P -2.652 2.421 -0.992
C -3.485 0.940 -0.316
C -3.193 0.468 0.963
C -3.835 -0.658 1.462
C -4.770 -1.330 0.689
C -5.027 -0.902 -0.607
C -4.376 0.213 -1.112
C -4.060 3.439 -1.587
C -5.409 3.236 -1.289
C -6.382 4.077 -1.809
C -6.027 5.138 -2.630
C -4.690 5.351 -2.934
C -3.719 4.501 -2.426
C 1.969 2.212 1.320
C 3.104 2.996 1.068
C 4.285 2.866 1.781
C 4.386 1.921 2.793
C 3.290 1.123 3.072
C 2.094 1.266 2.361
P 0.630 0.268 2.824
C 0.074 1.076 4.380
C 0.915 1.582 5.370
C 0.390 2.195 6.497
C -0.985 2.313 6.655
C -1.833 1.815 5.679
C -1.303 1.204 4.551
C 1.383 -1.301 3.399
C 0.989 -1.920 4.583
C 1.449 -3.190 4.908
C 2.305 -3.866 4.052
C 2.703 -3.261 2.867
C 2.247 -1.995 2.542
H 1.251 4.677 -0.633
H 0.215 3.900 -1.830
H 1.895 3.393 -1.682
H 0.359 3.827 2.701
H -1.413 4.905 4.008
H -3.735 5.001 3.107
H -4.235 3.982 0.936
H -2.461 0.988 1.567
H -3.591 -1.011 2.457
H -5.299 -2.187 1.093
H -5.738 -1.436 -1.228
H -4.588 0.547 -2.122
H -5.699 2.415 -0.644
H -7.424 3.905 -1.567
H -6.788 5.793 -3.034
H -4.401 6.174 -3.575
H -2.676 4.663 -2.672
H 3.072 3.731 0.274
H 5.132 3.496 1.536
H 5.310 1.797 3.346
H 3.367 0.357 3.837
H 1.988 1.511 5.250
H 1.057 2.589 7.255
H -1.391 2.799 7.534
H -2.906 1.916 5.783
H -1.963 0.830 3.778
H 0.315 -1.407 5.259
H 1.133 -3.652 5.836
H 2.662 -4.857 4.305
H 3.373 -3.773 2.185
H 2.592 -1.554 1.610
N 8.663 -2.079 2.278
C 7.620 -1.817 1.370
C 7.665 -2.336 0.076
C 6.615 -2.124 -0.801
C 5.517 -1.386 -0.396
C 5.465 -0.859 0.884
C 6.507 -1.079 1.768
S 4.138 -1.099 -1.484
O 3.677 0.244 -1.193
O 4.580 -1.378 -2.831
N 2.955 -2.041 -1.005
C 3.004 -3.367 -0.934
N 1.801 -3.944 -0.646
C 1.796 -5.245 -0.439
C 2.931 -6.041 -0.528
C 4.091 -5.374 -0.890
N 4.151 -4.071 -1.101
H 9.556 -2.214 1.829
H 8.735 -1.385 3.007
H 8.526 -2.916 -0.237
H 6.630 -2.533 -1.802
H 4.616 -0.255 1.179
H 6.459 -0.667 2.770
H 0.831 -5.683 -0.193
H 2.907 -7.106 -0.348
H 5.026 -5.915 -1.017
C -4.880 -5.093 -0.479
N -3.537 -4.595 -0.284
C -3.034 -4.362 1.060
C -2.019 -3.229 0.829
O -1.310 -2.760 1.683
N -2.063 -2.878 -0.505
C -2.960 -3.634 -1.072
N -3.312 -3.479 -2.365
H -4.990 -6.046 0.037
H -5.078 -5.265 -1.535
H -5.634 -4.397 -0.094
H -2.549 -5.242 1.483
H -3.822 -4.023 1.738
H -2.722 -2.847 -2.883
H -3.703 -4.254 -2.871
C 0.529 1.723 -6.140
N 0.068 2.118 -4.817
C -1.381 2.263 -4.842
N -2.087 1.069 -5.317
C -1.555 0.708 -6.627
N -0.110 0.510 -6.661
C 0.285 -0.667 -5.879
P -0.157 -0.558 -4.072
C 0.489 1.163 -3.787
C -1.928 -0.032 -4.365
H 1.609 1.567 -6.109
H 0.310 2.538 -6.835
H -1.632 3.089 -5.514
H -1.729 2.500 -3.835
H -1.799 1.517 -7.321
H -2.048 -0.206 -6.971
H 1.365 -0.804 -5.971
H -0.189 -1.553 -6.312
H 1.581 1.135 -3.735
H 0.141 1.512 -2.807
H -2.357 0.270 -3.404
H -2.503 -0.891 -4.728
```

## Properties
total charge = -1
molecular weight = 1218.146 g/mol
LUMO = 1.422 eV
DFT total energy = -128240.70648 eV
ΔE to the lowest compared entry with this formula, charge and spin = 15.7 kcal per mole
spin multiplicity = 1

***

Entry 3:
The following is a DFT calculation (wB97M-V/def2-TZVPD) of a structure of composition C57H63ClIInN5O3S4Te.

XYZ file:
```
136
Properties=species:S:1:pos:R:3
In 0.454 -0.996 -1.575
Cl 4.301 -7.524 -0.809
C 3.783 -5.893 -1.157
C 4.698 -5.000 -1.667
C 4.304 -3.711 -1.942
I 5.665 -2.322 -2.751
C 3.002 -3.210 -1.755
O 2.711 -2.025 -2.033
C 2.053 -4.179 -1.232
N 0.805 -3.758 -1.022
C -0.098 -4.579 -0.547
C 0.188 -5.910 -0.214
C 1.463 -6.374 -0.407
C 2.453 -5.518 -0.932
H 5.710 -5.319 -1.860
H -1.094 -4.167 -0.423
H -0.579 -6.548 0.209
H 1.722 -7.393 -0.152
S -0.561 -2.290 -3.971
C -0.296 -1.044 -5.134
C -0.011 -1.437 -6.446
C 0.188 -0.525 -7.457
C 0.138 0.836 -7.178
C -0.121 1.252 -5.894
C -0.371 0.345 -4.858
S -0.809 0.998 -3.330
H 0.028 -2.499 -6.650
H 0.392 -0.867 -8.462
H 0.304 1.562 -7.963
H -0.172 2.307 -5.661
C -0.884 1.730 0.232
C -2.061 2.570 0.333
C -2.732 2.778 1.543
C -3.779 3.666 1.636
C -4.194 4.386 0.509
C -3.571 4.134 -0.721
C -2.547 3.227 -0.802
C -5.195 5.364 0.582
N -6.001 6.189 0.620
H -0.718 1.402 -0.786
H -0.901 0.877 0.907
H -2.410 2.235 2.422
H -4.274 3.817 2.588
H -3.894 4.672 -1.601
H -2.097 2.997 -1.752
C -2.155 8.154 -0.965
C -1.407 6.892 -0.638
C -0.829 6.118 -1.626
C -0.110 4.965 -1.319
C 0.473 4.179 -2.453
C 0.056 4.561 0.002
Te 1.093 2.689 0.741
N 1.648 0.679 0.518
C 2.726 0.631 1.254
O 3.231 1.665 1.792
C 3.347 -0.692 1.546
C 2.728 -1.879 1.181
C 3.309 -3.087 1.514
C 4.521 -3.120 2.183
C 5.141 -1.938 2.550
C 4.544 -0.730 2.254
C 2.757 3.345 -0.510
C 3.177 4.600 -0.090
C 4.254 5.242 -0.673
C 4.938 4.615 -1.701
C 4.538 3.359 -2.115
C 3.450 2.703 -1.539
C 3.059 1.374 -2.094
C -0.543 5.337 1.002
C -0.370 4.962 2.451
C -1.266 6.475 0.681
H -2.179 8.314 -2.042
H -1.673 9.018 -0.501
H -3.177 8.099 -0.591
H -0.932 6.414 -2.665
H 1.228 4.768 -2.982
H -0.304 3.905 -3.169
H 0.935 3.266 -2.089
H 1.796 -1.833 0.638
H 2.825 -4.013 1.242
H 4.975 -4.072 2.417
H 6.087 -1.961 3.075
H 4.992 0.207 2.554
H 2.622 5.087 0.705
H 4.560 6.223 -0.329
H 5.777 5.108 -2.180
H 5.080 2.863 -2.912
H 3.777 1.038 -2.841
H 2.069 1.429 -2.558
H 2.999 0.627 -1.306
H -0.670 3.926 2.610
H -0.961 5.610 3.101
H 0.682 5.046 2.731
H -1.729 7.062 1.468
C -5.529 -4.338 -1.197
N -4.252 -3.667 -1.187
C -3.581 -3.689 -2.465
C -3.940 -2.708 -0.266
S -2.891 -1.469 -0.578
N -4.579 -2.816 0.954
C -4.479 -4.065 1.681
C -4.547 -1.659 1.829
H -6.095 -4.028 -2.082
H -6.110 -4.082 -0.316
H -5.394 -5.424 -1.240
H -3.477 -4.724 -2.795
H -2.597 -3.234 -2.382
H -4.148 -3.137 -3.219
H -4.217 -4.874 1.002
H -5.430 -4.298 2.174
H -3.702 -3.993 2.452
H -4.703 -0.767 1.229
H -3.594 -1.555 2.357
H -5.357 -1.762 2.554
C -0.610 -5.237 3.923
C -0.502 -3.717 3.985
C -0.183 -3.120 2.630
S -0.626 -1.315 2.555
O -1.835 -1.233 3.408
C 0.758 -0.659 3.612
C 0.243 -0.109 4.926
C 1.383 0.412 5.787
H -0.838 -5.644 4.906
H 0.326 -5.673 3.576
H -1.400 -5.541 3.239
H 0.270 -3.435 4.705
H -1.454 -3.290 4.322
H -0.797 -3.580 1.857
H 0.863 -3.213 2.354
H 1.210 0.139 3.027
H 1.498 -1.443 3.757
H -0.317 -0.879 5.459
H -0.450 0.707 4.720
H 2.076 -0.389 6.035
H 1.006 0.846 6.712
H 1.926 1.178 5.240
```

## Properties
total charge = -2
<S²> = 0.764
molecular weight = 1399.206 g/mol
LUMO (spin up / spin down) = 3.524 / 3.148 eV
DFT total energy = -150156.49806 eV
ΔE to the lowest compared entry with this formula, charge and spin = 16.3 kcal per mole
spin multiplicity = 2

***

Which of these has the highest ΔE to the lowest compared entry with this formula, charge and spin? C57H55FN5O8P2PbSe2Te

***

Which value of ΔE to the lowest compared entry with this formula, charge and spin does entry 1 give? 71.7 kcal per mole